Computed, not measured: a cluster of 8 separate species, C16H53N4O7 in total, with wB97M-V/def2-TZVPD.

## Properties
Electronic energy: -37727.024 eV
LUMO energy: -0.0668 hartree
Net charge: +1
Spin multiplicity: 1
Gap between HOMO and LUMO: 0.3428 Ha

The geometry in XYZ format:
```
80
Properties=species:S:1:pos:R:3:forces:R:3:mulliken_charge:R:1
N 0.026499 -0.572229 0.115770 0.269 -1.435 5.922 0.357
H 0.683289 -0.016837 0.702264 -1.233 0.972 -0.516 0.326
H 0.506773 -1.432040 0.372356 -0.580 -1.187 -0.451 -0.015
H 0.177575 -0.448071 -0.788848 0.906 1.150 -5.262 0.085
H -0.989635 -0.648068 0.345820 0.806 0.421 0.041 0.016
C 2.933025 2.859624 0.822457 -1.398 -2.265 0.447 -0.672
C 4.279068 2.559961 1.421270 1.612 1.995 -3.283 0.056
C 5.395409 2.032123 0.356318 0.148 2.533 3.516 -0.943
O 5.192260 0.795466 -0.125460 -0.697 -2.510 0.784 -0.424
C 6.110226 0.335964 -1.051394 2.256 -3.848 2.614 -1.065
N 4.820842 3.718320 2.127031 1.115 1.510 -1.404 -0.643
H 2.133138 3.267673 1.672999 1.977 -1.166 -2.544 0.294
H 2.659134 1.827111 0.294095 -0.342 2.220 1.217 -0.093
H 3.160247 3.527904 0.014396 -0.684 0.910 -0.332 0.321
H 4.240889 1.754674 1.997177 -0.498 -3.340 3.242 0.331
H 6.318686 2.036178 1.026132 -0.614 0.343 -1.140 0.330
H 5.418146 2.709035 -0.458159 0.516 1.229 -0.838 0.439
H 5.931915 -0.728758 -1.319749 -0.056 0.499 0.803 0.285
H 7.223979 0.455934 -0.961087 -0.894 0.034 1.340 0.364
H 5.953635 0.786641 -1.878504 -1.309 3.426 -6.033 0.507
H 3.998466 4.367318 2.273207 1.857 -0.503 -0.351 0.309
H 5.628303 4.177775 1.508021 -2.652 -0.856 1.880 0.292
C -4.035298 2.864046 0.989689 6.942 -0.373 -5.046 -1.661
C -2.963413 2.437417 1.934701 2.534 1.877 1.057 1.071
C -1.501225 2.907768 1.632227 -0.776 -0.994 2.815 -0.895
O -1.098126 2.255619 0.461705 1.236 0.284 -2.138 0.214
C -0.795474 3.115902 -0.712769 4.089 0.789 4.360 -1.231
N -3.251881 2.731721 3.306993 -2.198 1.605 2.362 -0.809
H -4.787293 2.430698 1.372650 -6.217 -3.579 1.679 0.722
H -3.638686 2.476978 -0.075932 -1.627 0.597 2.055 0.100
H -4.280601 3.864340 0.877389 0.215 2.260 0.174 0.395
H -2.774538 1.416110 2.075256 -0.604 -2.122 -1.086 -0.177
H -0.836498 2.575919 2.667507 -1.550 1.113 -3.170 0.158
H -1.672913 3.975740 1.583067 1.173 0.631 -0.365 0.420
H -0.763882 2.690518 -1.663453 0.444 -1.575 -1.027 0.398
H 0.113486 3.892630 -0.469847 -1.257 -2.551 -0.685 0.179
H -1.479317 3.825118 -0.727467 -3.985 3.041 -0.307 0.589
H -4.152935 2.261159 3.495265 0.708 -0.008 0.260 0.301
H -3.542951 3.720129 3.570472 0.957 -1.191 -0.974 0.255
C -3.327961 -3.244261 -2.560466 1.906 -0.004 -1.979 -1.002
C -4.157610 -1.914565 -2.508329 -0.984 -2.742 0.370 0.685
C -3.467974 -0.883601 -1.713005 1.462 1.336 0.086 -1.152
O -2.889181 -1.357034 -0.460143 1.134 0.280 -2.232 0.286
C -3.707433 -1.445028 0.657411 -4.703 4.483 -3.261 -0.815
N -4.293908 -1.515183 -3.872496 -2.213 2.630 -2.698 -0.658
H -3.128974 -3.549218 -1.536711 -0.104 -0.532 -0.154 0.061
H -2.146480 -3.210788 -3.174233 -3.734 0.453 1.895 0.119
H -3.925511 -3.978823 -3.177894 0.750 0.512 1.012 0.443
H -5.169916 -2.140841 -1.954483 1.525 0.049 -0.990 0.060
H -4.070416 -0.001797 -1.629250 -1.166 0.412 1.172 0.437
H -2.740612 -0.375108 -2.387913 0.786 -1.099 0.705 0.452
H -3.192946 -1.834814 1.408810 1.934 -2.090 3.217 0.364
H -4.723414 -1.843877 0.410853 0.992 -0.635 0.437 0.300
H -4.014431 -0.365346 0.911869 0.530 -1.164 0.249 -0.003
H -4.859109 -2.152609 -4.498828 0.990 0.683 1.421 0.268
H -4.754764 -0.533491 -4.068534 1.153 -2.468 0.975 0.243
C -0.721058 -4.404225 0.116208 1.783 -1.279 0.096 -0.220
O 0.459042 -3.869834 -0.476973 0.876 0.236 0.404 -0.447
H -1.210706 -4.915620 -0.673862 -0.574 -1.601 -0.194 0.448
H -1.373831 -3.626057 0.262191 -1.311 2.268 0.868 -0.289
H -0.522911 -4.939676 1.086354 -0.343 0.184 -1.179 0.290
H 1.116022 -4.577386 -0.597644 -0.495 0.381 0.064 0.275
C -0.328997 -2.833527 3.357295 0.115 2.023 3.908 -0.833
O -0.782995 -1.538082 2.801245 -0.419 0.368 1.753 -0.358
H 0.090097 -2.752221 4.532548 -1.427 -0.063 -3.196 0.254
H 0.446588 -3.327914 2.849788 1.565 0.547 -1.333 0.291
H -1.076084 -3.574248 3.270122 -1.505 -0.464 0.483 0.393
H -1.285257 -0.937872 3.492671 1.689 -2.327 -1.756 0.274
C 1.599493 -0.500578 -3.561835 -3.081 0.541 -1.941 -0.863
O 1.781549 0.699103 -2.866335 1.317 -0.465 1.980 -0.388
H 1.955760 -1.487076 -3.362778 0.946 -0.135 2.176 0.337
H 1.893484 -0.488515 -4.571956 0.777 0.864 -1.609 0.408
H 0.508935 -0.590582 -3.681005 -0.045 -0.591 0.134 0.290
H 1.670018 1.490933 -3.388113 -0.021 -0.253 -0.644 0.246
C 3.276987 -2.054479 0.587756 -1.144 1.833 -4.594 -0.875
O 3.060445 -0.657019 0.189225 -0.472 -1.773 1.332 -0.156
H 4.180523 -2.466644 0.864234 2.639 0.241 0.489 0.446
H 2.959638 -2.552300 -0.326618 0.150 -0.739 0.042 0.263
H 2.625288 -2.330850 1.293208 -2.700 -0.690 2.970 0.279
H 3.908287 -0.226457 0.174049 0.836 0.852 -0.095 0.364
```
Forces are in eV/Å.



Computed, not measured: a structure of composition C16H54B2HgO7, with wB97M-V/def2-TZVPD.

## Properties
Electronic energy: -37322.751 eV
LUMO energy: 0.0116 hartree
Spin multiplicity: 1
Gap between HOMO and LUMO: 0.3227 Ha

The geometry in XYZ format:
```
80
Properties=species:S:1:pos:R:3:forces:R:3:mulliken_charge:R:1
Hg -2.601605 6.541678 12.748377 -0.241 0.415 0.989 1.417
O -0.847580 8.293943 15.706026 0.251 -0.220 0.825 -0.242
H -1.785815 8.030132 15.355061 -0.923 0.341 -1.011 0.271
H -0.391357 8.885856 15.064814 -0.281 -0.196 0.244 0.412
H -0.346259 7.435652 15.844230 -0.059 -0.087 -0.384 0.672
B -0.293868 7.394254 12.652616 0.310 0.504 -0.119 2.980
H -0.672781 6.971077 13.699623 -0.008 -0.010 0.388 -0.667
H -0.556360 6.624131 11.770396 0.118 -0.108 -0.548 -0.482
H -0.702659 8.513097 12.483664 -0.215 0.373 -0.193 -0.706
H 0.891270 7.473875 12.770624 0.450 -0.425 -0.265 -0.430
B -2.438758 4.522969 14.065110 -0.014 0.372 0.479 0.070
H -3.406715 4.581177 13.308763 -0.478 0.114 -0.580 -0.280
H -2.546685 3.485813 14.635802 0.059 -0.472 -0.189 -0.210
H -1.401243 4.716564 13.490593 0.536 -0.675 -0.218 -0.078
H -2.546995 5.371748 14.908944 -0.244 0.200 0.304 -0.011
C -3.956986 8.991422 14.659313 -0.243 0.159 0.406 -0.468
O -3.111928 7.908227 14.483751 0.776 -0.439 0.275 -0.853
H -4.803433 9.019157 13.957825 0.165 0.002 -0.137 0.229
H -4.424815 8.963660 15.657914 0.026 -0.064 -0.030 0.301
H -3.420486 9.954210 14.621079 -0.065 -0.013 -0.255 -0.212
C 2.208855 5.634785 16.251761 -0.186 0.597 1.693 -1.215
C 0.968016 4.866072 15.801249 0.851 0.354 -1.516 0.803
C 0.704046 3.615586 16.612791 0.221 0.069 -0.189 -1.491
O -0.169399 5.730017 15.737019 0.336 -0.040 0.603 -0.620
H 2.060123 6.718832 16.271739 -0.224 -0.059 -0.358 0.166
H 3.141071 5.466765 15.716915 -0.229 -0.384 -0.286 0.321
H 2.397048 5.391956 17.306049 0.180 -0.011 -0.076 0.388
H 1.203240 4.618337 14.756536 -0.299 -0.419 0.062 0.198
H 0.287538 3.898189 17.579962 0.016 -0.114 0.048 0.346
H 1.654023 3.095031 16.751511 -0.043 -0.039 0.149 0.433
H 0.035485 2.929384 16.094567 -0.195 0.121 0.068 0.339
H -0.783328 5.327143 15.094359 -0.188 0.236 0.224 -0.111
C -1.131229 6.571062 8.846072 1.170 -0.862 0.537 -1.407
C -2.545265 6.234319 9.241573 0.054 0.189 -0.508 1.272
C -3.233217 5.338210 8.220454 0.066 1.140 -0.594 -1.521
O -2.485300 5.569997 10.522248 -0.584 0.046 -0.228 -0.585
H -0.533884 5.656131 8.964268 -0.201 -0.136 -0.458 0.388
H -0.583881 7.203941 9.547248 -0.572 0.538 -0.063 0.218
H -1.023540 6.925783 7.823702 -0.184 0.126 0.014 0.391
H -3.122390 7.161503 9.295990 -0.105 -0.092 0.472 -0.394
H -3.469361 5.981980 7.364269 -0.047 -0.022 0.034 0.404
H -4.206189 5.017240 8.594697 0.153 -0.519 -0.022 0.493
H -2.580458 4.577720 7.796377 -0.194 -0.461 0.500 0.333
H -3.294096 5.047477 10.588780 0.100 -0.213 0.051 0.321
C -3.625818 10.554313 10.060227 0.323 -0.624 -0.948 -1.358
C -4.110569 9.651912 11.169742 -0.774 -0.556 0.029 0.796
C -5.462323 9.040283 10.845929 -0.356 0.422 0.396 -1.668
O -3.183468 8.568935 11.398604 0.070 0.791 -0.680 -0.076
H -2.655538 11.012727 10.258777 -0.178 0.272 0.166 0.310
H -4.365421 11.266993 9.697343 0.020 0.334 0.593 0.429
H -3.479275 9.929278 9.168009 0.155 -0.128 0.162 0.269
H -4.239579 10.158370 12.129792 0.180 0.317 -0.131 0.117
H -5.728207 8.366169 11.662006 -0.143 -0.112 -0.150 0.352
H -5.576792 8.542092 9.882759 0.499 -0.142 -0.001 0.340
H -6.192059 9.854937 10.833289 -0.067 -0.081 0.128 0.456
H -2.315770 8.997373 11.399589 0.320 -0.457 0.320 -0.107
C 3.626691 8.305127 13.614949 -0.327 0.349 -0.729 -1.295
C 2.976765 9.390633 14.450302 -0.651 0.346 -0.276 0.270
C 3.132400 10.781195 13.853534 0.460 0.534 0.634 -1.367
O 1.556415 9.144795 14.524167 0.035 0.042 -0.034 -0.283
H 3.368631 8.515396 12.568737 0.051 -0.015 0.015 0.345
H 3.173358 7.333201 13.803314 0.394 -0.097 0.385 0.220
H 4.714059 8.319363 13.653201 0.008 -0.206 0.300 0.385
H 3.316354 9.416978 15.486357 0.097 -0.222 -0.007 0.360
H 2.578504 11.485002 14.481920 -0.247 -0.059 -0.165 0.252
H 2.770997 10.835593 12.826619 -0.012 -0.078 -0.013 0.278
H 4.153908 11.170140 13.906705 0.118 -0.323 -0.256 0.485
H 1.263684 8.788846 13.662998 0.081 -0.177 0.151 -0.463
C -1.219372 12.668470 15.579869 -1.276 0.463 -0.400 -1.296
C -1.403797 12.019488 14.198464 1.790 0.091 0.999 0.416
C -0.610585 12.758640 13.128089 -1.035 -0.109 -0.476 -1.465
O -0.851984 10.692636 14.273724 -0.621 -0.144 -0.252 -0.206
H -2.096953 12.462033 16.197567 0.263 -0.393 0.221 0.339
H -1.260737 13.756905 15.476015 0.471 0.010 0.066 0.405
H -0.315857 12.309594 16.062363 0.096 0.183 0.016 0.238
H -2.467135 11.954283 13.979898 0.042 -0.197 -0.325 0.305
H 0.441194 12.885582 13.383595 -0.005 -0.056 0.177 0.371
H -1.053104 13.734825 12.922566 0.130 0.058 0.016 0.427
H -0.696570 12.153542 12.221974 0.237 0.177 -0.140 0.357
H 0.099383 10.755034 14.117658 0.036 -0.031 0.072 -0.120
```
Forces are in eV/Å.



| no. | largest force on an atom (eV Å⁻¹) |
| --- | --- |
| 1 | 8.6 |
| 2 | 2.1 |